[1]
# C48H57N6OSSnTe

A structure of composition C48H57N6OSSnTe (the ωB97M-V functional and the def2-TZVPD basis, the Open Molecules 2025 dataset).

ORCA input file:
```
! RIJCOSX wB97M-V def2-TZVPD def2/J DEFGRID3
* xyz 1 1
Sn 0.4936 0.1274 0.4311
C 4.5015 -0.8692 -4.5310
C 3.8389 -1.9735 -3.7006
C 2.5815 -1.5125 -3.0354
C 1.2945 -1.6691 -3.4587
C 0.7932 -2.3435 -4.6955
C 0.5501 -1.3537 -5.8403
C 0.4592 -0.9780 -2.5113
C -0.9115 -0.8175 -2.6233
C -1.7091 -0.0561 -1.7952
C -3.0834 0.2960 -2.0635
C -3.8459 -0.0912 -3.2864
C -3.5312 0.8074 -4.4868
C -3.4941 1.0997 -1.0466
C -2.3770 1.2516 -0.1516
C -2.4067 2.0022 1.0035
C -1.3401 2.2417 1.8479
N -0.0708 1.7841 1.6449
C 0.7065 2.3133 2.6459
C 2.0790 2.2202 2.7099
C 2.9081 1.6472 1.7618
N 2.4825 0.9976 0.6332
C 3.6123 0.5135 0.0179
C 3.6253 -0.2998 -1.1048
C 2.5309 -0.7331 -1.8221
N 1.2297 -0.4321 -1.5216
C 4.7811 0.9223 0.7481
C 4.3438 1.6284 1.8308
C 5.1621 2.2223 2.9330
C 5.2752 1.2754 4.1320
C 6.1948 0.6472 0.3452
C 6.6968 1.6423 -0.7059
C -0.1148 3.0929 3.5350
C -1.3811 3.0652 3.0278
C -2.5940 3.7913 3.5180
C -2.8588 5.0782 2.7280
C 0.3918 3.8532 4.7190
C 0.9584 5.2244 4.3350
N -1.2986 0.5567 -0.6384
C -4.8049 1.8050 -0.8985
C -4.7374 3.2563 -1.3872
H 5.4194 -1.2316 -4.9926
H 4.7480 -0.0054 -3.9120
H 3.8343 -0.5275 -5.3223
H 4.5408 -2.3402 -2.9477
H 3.6114 -2.8249 -4.3437
H -0.1304 -2.8830 -4.4670
H 1.5143 -3.0983 -5.0119
H -0.1729 -0.5899 -5.5498
H 0.1688 -1.8667 -6.7227
H 1.4737 -0.8444 -6.1155
H -1.3894 -1.2736 -3.4797
H -4.9148 -0.0472 -3.0713
H -3.6303 -1.1258 -3.5308
H -3.8049 1.8415 -4.2762
H -4.0831 0.4839 -5.3689
H -2.4663 0.7905 -4.7239
H -3.3471 2.4711 1.2595
H 2.5600 2.6863 3.5593
H 4.5955 -0.6248 -1.4564
H 4.7255 3.1725 3.2484
H 6.1578 2.4588 2.5553
H 4.2883 1.0130 4.5162
H 5.8470 1.7342 4.9379
H 5.7726 0.3490 3.8429
H 6.2813 -0.3719 -0.0388
H 6.8333 0.6908 1.2286
H 6.0817 1.6012 -1.6061
H 7.7276 1.4270 -0.9851
H 6.6520 2.6617 -0.3213
H -2.4657 4.0334 4.5739
H -3.4671 3.1361 3.4600
H -2.0087 5.7566 2.8030
H -3.7398 5.5944 3.1077
H -3.0172 4.8647 1.6702
H 1.1569 3.2682 5.2340
H -0.4222 3.9844 5.4338
H 1.7709 5.1250 3.6142
H 1.3396 5.7462 5.2121
H 0.1868 5.8454 3.8792
H -5.1251 1.7916 0.1467
H -5.5696 1.2657 -1.4599
H -3.9936 3.8233 -0.8255
H -5.7017 3.7505 -1.2727
H -4.4566 3.2952 -2.4397
C -4.0591 -0.8000 2.0702
C -2.8666 -1.5547 1.5396
O -1.7321 -1.0766 1.5243
N -3.1144 -2.8080 1.1188
C -2.0687 -3.6780 0.6383
C -2.2742 -4.2391 -0.7557
C -1.6525 -5.4432 -1.0811
C -1.7894 -5.9487 -2.3587
C -2.5609 -5.2472 -3.2719
C -3.1525 -4.0698 -2.8518
N -3.0151 -3.5596 -1.6258
H -3.7126 0.0928 2.5812
H -4.6344 -1.4171 2.7609
H -4.7109 -0.5127 1.2443
H -4.0430 -3.1792 1.2322
H -1.9290 -4.5106 1.3302
H -1.1499 -3.0908 0.6653
H -1.0682 -5.9652 -0.3342
H -1.3141 -6.8803 -2.6359
H -2.7169 -5.6103 -4.2778
H -3.7829 -3.5126 -3.5358
Te 1.7107 -1.7448 2.0073
C 0.4223 -3.1163 2.9133
C -0.5716 -2.9051 3.8234
C -1.1319 -4.1129 4.3174
C -0.5348 -5.2212 3.7934
S 0.6964 -4.8018 2.6878
H -0.8903 -1.9179 4.1226
H -1.9246 -4.1560 5.0500
H -0.7410 -6.2537 4.0238
*
```

Output
HOMO energy = -9.37 eV
energy above the lowest of the compared OMol25 structures with the same formula, charge and spin = 0.000 eV
DFT total energy = -85647.9472 eV
Kohn-Sham gap = 5.8 eV

---

[2]
# C48H57N9O10

A cluster of 11 separate species, C48H57N9O10 in total at a distorted geometry (the ωB97M-V functional and the def2-TZVPD basis, the Open Molecules 2025 dataset).

ORCA input file:
```
! RIJCOSX wB97M-V def2-TZVPD def2/J DEFGRID3
* xyz 0 1
O 4.3479 3.5172 -5.3308
N 3.2456 3.1103 -5.7073
O 3.0877 2.3338 -6.6336
C 2.0667 3.4911 -4.9822
C 0.7882 3.3504 -5.6334
C -0.3305 3.8403 -5.0266
C -0.2728 4.4470 -3.7609
C 0.9631 4.6304 -3.1657
C 2.1045 4.1937 -3.7552
H 0.7186 2.8562 -6.5911
H -1.2354 3.5868 -5.5589
H -1.1493 4.7580 -3.2117
H 1.0779 5.1896 -2.2490
H 3.0541 4.4081 -3.2875
O -0.9675 -0.6774 1.4818
N 0.1277 -0.5288 0.8826
O 1.2151 -0.6119 1.4325
C 0.0663 -0.0154 -0.5262
C -1.1379 0.4625 -1.1102
C -1.1523 1.0796 -2.3304
C 0.0082 1.1751 -3.0721
C 1.2046 0.6794 -2.5334
C 1.2328 -0.0293 -1.3172
H -2.0316 0.4851 -0.5044
H -2.0650 1.4290 -2.7900
H -0.0479 1.5321 -4.0899
H 2.1186 0.8529 -3.0819
H 2.1498 -0.5436 -1.0704
C 5.2638 -4.3394 -1.5824
C 4.8785 -3.7715 -0.2008
C 5.9832 -3.4003 0.7490
O 5.6724 -2.1720 1.2471
C 4.7580 -1.5588 0.5195
O 4.3775 -0.4188 0.6238
O 4.4055 -2.4069 -0.4967
H 4.3461 -4.7215 -2.0295
H 5.9069 -5.2195 -1.5902
H 5.7324 -3.5763 -2.2038
H 4.0436 -4.2750 0.2865
H 6.9551 -3.4492 0.2580
H 6.0459 -4.1780 1.5102
C -3.9433 -1.8115 -1.8906
C -4.1083 -2.8952 -0.8124
C -3.0193 -2.7509 0.2374
O -3.8035 -2.0253 1.2101
C -5.0856 -2.2177 1.0693
O -5.9660 -1.8431 1.8703
O -5.3247 -2.7925 -0.1132
H -2.9634 -1.8875 -2.3619
H -3.8883 -0.7846 -1.5294
H -4.6863 -1.9652 -2.6731
H -4.0490 -3.8504 -1.3341
H -2.2028 -2.0960 -0.0667
H -2.7395 -3.7193 0.6523
C 4.9657 -0.8170 6.0704
C 4.2747 -1.4294 5.0366
C 4.0646 -0.5491 3.9894
N 4.7362 0.5860 4.3629
C 5.2069 0.4615 5.6337
H 5.2158 -1.2652 7.0207
H 3.9353 -2.4545 5.0186
H 3.4918 -0.6642 3.0811
H 4.8271 1.4332 3.8207
H 5.6879 1.2361 6.2125
C 0.7987 -5.1278 1.7396
C 1.6318 -4.0456 2.1852
C 0.6554 -3.2010 2.7815
N -0.6149 -3.8165 2.7318
C -0.5360 -4.9813 2.0361
H 1.2535 -5.9289 1.1760
H 2.6817 -3.8481 2.0269
H 0.7058 -2.2387 3.2693
H -1.4507 -3.4267 3.1436
H -1.4111 -5.5646 1.7904
C -4.5858 2.1018 -0.2059
C -4.4527 1.9034 1.1769
C -3.2172 2.3943 1.5606
N -2.6058 3.0640 0.5319
C -3.4574 2.9301 -0.5562
H -5.4942 1.9260 -0.7628
H -5.0604 1.3102 1.8443
H -2.6597 2.2783 2.4783
H -1.6961 3.4959 0.6103
H -3.2476 3.4583 -1.4745
C -0.1413 0.6919 6.9971
C -0.2390 1.1696 5.6965
C 0.7957 0.6589 4.9426
N 1.5314 -0.0853 5.7320
C 0.8823 -0.2823 6.9015
H -0.8524 0.9042 7.7818
H -0.9805 1.8280 5.2687
H 1.0299 0.8580 3.9073
H 2.3863 -0.5657 5.4905
H 1.2400 -0.9734 7.6503
C 1.0350 3.3827 0.5377
C 0.4140 3.0957 1.7513
C 0.4697 4.1993 2.5719
N 0.9988 5.1881 1.8404
C 1.3813 4.7049 0.5733
H 1.2428 2.8785 -0.3945
H 0.1195 2.1121 2.0864
H 0.1461 4.3129 3.5961
H 1.2801 6.0692 2.2460
H 1.9338 5.3883 -0.0544
C -1.5301 -4.7714 -2.8385
C -0.6505 -3.7693 -3.0928
C -0.0468 -3.4271 -1.9451
N -0.4888 -4.2808 -0.9229
C -1.3460 -5.1433 -1.5619
H -2.2142 -5.2321 -3.5357
H -0.4947 -3.3617 -4.0807
H 0.5951 -2.6360 -1.5867
H -0.2165 -4.2641 0.0495
H -1.7843 -5.9635 -1.0126
C -6.5858 3.0646 -3.4801
C -5.4371 2.2675 -3.5516
C -4.6072 2.9247 -4.3556
N -5.1235 4.0820 -4.7613
C -6.3560 4.2312 -4.1934
H -7.3583 2.8722 -2.7503
H -5.2329 1.3066 -3.1028
H -3.6156 2.6533 -4.6866
H -4.6946 4.6807 -5.4525
H -6.9057 5.1338 -4.4162
*
```

Output
HOMO energy = -7.56 eV
DFT total energy = -84577.3440 eV
Kohn-Sham gap = 6.5 eV

---

[3]
# C48H58FeN3O6

A structure of composition C48H58FeN3O6 at a distorted geometry (the ωB97M-V functional and the def2-TZVPD basis, the Open Molecules 2025 dataset).

ORCA input file:
```
! RIJCOSX wB97M-V def2-TZVPD def2/J DEFGRID3
* xyz 0 6
C -3.0866 -3.7893 6.9961
O -4.3251 -3.4951 6.3263
C -4.3324 -2.8267 5.1075
C -4.5307 -1.4097 5.0845
C -3.9939 -0.7434 3.8680
C -4.7537 -1.4016 2.7668
C -4.7453 -2.8097 2.7361
C -4.4139 -3.5329 3.8895
Fe -6.1508 -2.0365 4.1123
C -6.9187 -0.4867 4.2184
O -7.6401 0.4004 4.4214
C -7.0352 -2.7025 5.5855
O -7.7108 -2.9814 6.4814
C -7.4741 -2.6182 3.0511
O -8.4939 -2.9523 2.6074
H -3.3984 -4.2574 7.9331
H -2.4867 -4.4836 6.3886
H -2.5258 -2.8602 7.1848
H -4.5910 -0.8915 6.0402
H -4.0899 0.3534 3.8878
H -2.9024 -0.9429 3.7713
H -5.0492 -0.8288 1.8857
H -5.0124 -3.3438 1.8166
H -4.3850 -4.6278 3.9016
C -1.6422 -0.0099 -0.4448
C -2.4212 1.2921 -0.6228
C -3.0834 1.3171 -2.0254
C -3.5775 1.2992 0.3876
C -1.5535 2.5796 -0.4255
C -2.1948 3.7311 -0.9023
C -1.6309 4.9867 -0.7286
C -0.4815 5.1234 0.0335
C 0.2611 4.0194 0.4574
C 1.5538 4.4270 1.2436
C 2.6229 3.3803 1.4933
C 1.0659 4.9024 2.6189
C 2.2286 5.6030 0.5087
C -0.2739 2.7253 0.2093
N 0.6268 1.5938 0.3833
C 1.5551 1.2886 -0.5574
C -0.2996 0.3921 -3.5229
C 0.4535 -0.6158 -4.1403
C 0.6102 -1.8931 -3.4916
C 1.3087 -2.9120 -4.0974
C 1.8998 -2.7045 -5.3685
N 2.8758 -3.6388 -5.8196
O 3.4553 -3.4327 -6.9121
O 3.1382 -4.6308 -5.0912
C 1.7410 -1.4740 -6.0473
C 1.0719 -0.4401 -5.4339
N 2.2166 0.1832 -0.1909
C 2.9746 -0.6006 -1.1232
C 3.4425 0.1565 -2.2191
C 3.1765 1.6718 -2.3449
C 2.9906 2.0425 -3.8075
C 4.4029 2.4201 -1.7765
C 1.8473 2.1167 -1.6797
C 4.3194 -0.4238 -3.1424
C 4.7998 -1.7122 -2.9546
C 4.3701 -2.4408 -1.8528
C 3.3542 -1.9840 -0.9927
C 2.8841 -3.1356 -0.0293
C 2.5546 -4.3774 -0.8862
C 1.6287 -2.9193 0.7973
C 4.0512 -3.4526 0.9215
C 1.8720 -0.0711 1.1372
C 0.8687 0.7458 1.4664
H -1.4691 -0.2445 0.6139
H -2.2185 -0.8407 -0.8839
H -0.6784 0.0286 -0.9610
H -3.9955 1.9308 -2.0166
H -2.4139 1.7141 -2.7973
H -3.3890 0.3043 -2.3300
H -4.1959 2.1928 0.2653
H -4.2238 0.4241 0.2387
H -3.1972 1.2776 1.4144
H -3.1601 3.6694 -1.4186
H -2.1061 5.8694 -1.1468
H -0.1730 6.1267 0.3223
H 3.0903 2.9592 0.5872
H 3.4427 3.8721 2.0458
H 2.3004 2.5591 2.1364
H 0.4123 5.7808 2.5378
H 0.4947 4.1003 3.1006
H 1.9093 5.1707 3.2687
H 1.7101 6.5527 0.6965
H 3.2634 5.7524 0.8474
H 2.2470 5.4424 -0.5785
H -1.1497 0.1098 -2.9076
H 0.1449 -2.0549 -2.5171
H 1.4650 -3.8771 -3.6258
H 2.1847 -1.3784 -7.0348
H 0.9518 0.5149 -5.9487
H 2.3382 1.2980 -4.2772
H 2.4938 3.0142 -3.9027
H 3.9397 2.0994 -4.3461
H 4.7604 2.0176 -0.8174
H 5.2253 2.2965 -2.4929
H 4.2165 3.4965 -1.6619
H 1.8958 3.1641 -1.3241
H 0.9648 2.0618 -2.3740
H -0.2378 1.4222 -3.8936
H 4.6687 0.1548 -3.9939
H 5.5234 -2.1502 -3.6432
H 4.8396 -3.4148 -1.6703
H 3.3753 -4.7273 -1.5221
H 2.2583 -5.2234 -0.2487
H 1.7073 -4.1448 -1.5443
H 1.8175 -2.3700 1.7182
H 0.8393 -2.4464 0.2084
H 1.2605 -3.8998 1.1286
H 4.3412 -2.5497 1.4750
H 3.7584 -4.2137 1.6575
H 4.9420 -3.8216 0.3991
H 2.5017 -0.6926 1.7466
H 0.3062 0.8122 2.3823
*
```

Output
⟨S²⟩ = 8.91
HOMO energy (spin up / spin down) = -4.08 / -8.00 eV
DFT total energy = -101847.7518 eV
Kohn-Sham gap (spin up / spin down) = 3.7 / 6.4 eV

---

[4]
# C48H58N4O4RbS3

A structure of composition C48H58N4O4RbS3 at a distorted geometry (the ωB97M-V functional and the def2-TZVPD basis, the Open Molecules 2025 dataset).

ORCA input file:
```
! RIJCOSX wB97M-V def2-TZVPD def2/J DEFGRID3
* xyz -1 1
Rb 12.9486 13.8601 13.2088
C 12.8544 14.7187 17.2395
C 14.3714 14.6340 17.0072
N 14.8166 15.2313 15.7300
C 14.7620 16.7017 15.6621
C 13.3782 17.2943 15.6154
C 13.1246 18.2848 16.5099
C 11.8462 18.7646 16.6680
C 10.8904 18.1494 15.9010
C 11.2514 17.1607 14.9829
C 10.1452 16.4795 14.1516
N 10.3321 15.0897 13.9156
C 9.8107 14.2096 14.9800
C 10.5738 14.4370 16.2981
N 11.9866 14.1461 16.2328
N 12.4949 16.7589 14.7821
H 12.5636 15.7979 17.3310
H 12.6377 14.3034 18.2515
H 14.5899 13.5392 16.9592
H 14.9150 14.9992 17.8904
H 15.7050 14.9278 15.3831
H 15.3285 17.0285 14.7888
H 15.3103 17.1256 16.4917
H 13.9223 18.6452 17.1269
H 11.6345 19.6468 17.2595
H 9.8073 18.3884 15.9115
H 10.0630 17.0433 13.1872
H 9.2178 16.6522 14.7583
H 9.9480 14.8815 13.0379
H 10.0429 13.2141 14.5938
H 8.7337 14.3565 15.1232
H 10.0542 14.0019 17.1710
H 10.3965 15.4788 16.5822
H 12.1366 13.1747 16.1214
C 13.9040 14.6095 7.6253
C 12.7636 13.6132 7.3702
S 11.4007 13.3854 8.5875
C 10.0896 14.3496 7.8846
C 10.1421 15.8780 7.9998
S 10.3087 16.3620 9.7348
C 11.8640 17.2492 9.8537
C 13.1859 16.5235 9.5302
S 13.4922 16.3514 7.7643
H 14.5470 14.5759 6.7295
H 14.5099 14.3285 8.4820
H 13.1685 12.5867 7.2742
H 12.3186 13.8171 6.3961
H 9.2066 13.9832 8.4262
H 10.0092 14.0503 6.8406
H 9.2157 16.2878 7.6373
H 10.9389 16.3296 7.4164
H 11.8416 17.4339 10.9287
H 11.8507 18.1815 9.3042
H 13.1525 15.5198 9.9789
H 13.9942 17.1023 9.9712
C 14.8140 10.4030 10.0500
C 13.9819 9.3043 10.7730
C 13.8982 7.9363 10.0455
O 12.6678 9.7246 11.1059
C 12.7866 10.4815 12.3167
C 14.0538 9.9048 13.0455
O 14.5030 8.9977 12.0624
C 15.1898 10.9590 13.4440
O 15.0216 12.1444 12.8501
C 15.2052 11.1260 14.9945
C 16.2432 11.8630 15.5527
C 16.5177 11.8692 16.8776
C 15.7506 11.1274 17.7768
C 14.6762 10.4122 17.2728
C 14.3382 10.4891 15.9040
C 16.5713 10.3196 13.1108
C 16.9618 9.1249 13.6779
C 18.1922 8.5838 13.4569
C 19.1460 9.2305 12.6910
C 18.7870 10.4360 12.1386
C 17.4987 10.9950 12.3402
C 11.3867 10.6186 13.1006
O 11.4229 11.7166 13.9018
C 10.9860 9.3303 13.8931
C 10.3786 9.4475 15.1387
C 10.0817 8.2935 15.8627
C 10.4216 7.0135 15.3543
C 11.1000 6.8780 14.1927
C 11.3390 8.0485 13.4608
C 10.2915 10.7514 11.9514
C 9.9031 9.8219 10.9998
C 8.8642 10.0461 10.1101
C 8.2434 11.3257 10.0769
C 8.6189 12.2856 10.9982
C 9.5939 11.9862 11.9563
H 14.2888 10.6767 9.1350
H 15.8463 10.1197 9.8743
H 14.9123 11.2934 10.7130
H 13.5240 8.0347 9.0029
H 13.3405 7.2767 10.6813
H 14.8902 7.5735 9.8755
H 13.0973 11.4611 12.0417
H 13.7759 9.2886 13.9087
H 16.8604 12.4896 14.8781
H 17.3799 12.4016 17.2371
H 16.0895 10.9939 18.8000
H 14.1013 9.7863 17.9380
H 13.4328 9.9633 15.6080
H 16.2964 8.6342 14.3521
H 18.4352 7.5657 13.8211
H 20.0871 8.6721 12.6080
H 19.4551 10.9846 11.5026
H 17.1535 11.9110 11.9038
H 10.0727 10.4439 15.4945
H 9.6762 8.3386 16.8564
H 10.1863 6.1692 16.0053
H 11.4015 5.9242 13.8072
H 11.7964 7.9394 12.5128
H 10.4000 8.8460 11.0460
H 8.6886 9.2189 9.4218
H 7.4812 11.5745 9.2739
H 8.1029 13.2314 11.0182
H 9.8993 12.6510 12.7161
*
```

Output
HOMO energy = -4.38 eV
energy above the lowest of the compared OMol25 structures with the same formula, charge and spin = 1.216 eV
DFT total energy = -98028.9248 eV
Kohn-Sham gap = 6.1 eV